# 1
Computed, not measured: the ion C4H10N3 with charge +1 at a distorted geometry, with wB97M-V/def2-TZVPD.

Computed properties:
* net charge: +1
* SMILES: C/N=C/C(N)=[NH+]/C
* E_HOMO: -14.68 eV
* energy relative to the best compared isomer or geometry (same formula, charge and spin): 175.25 kJ/mol
* spin multiplicity: 1
* Kohn-Sham gap: 10.0 eV
* E: -322.39382 a.u.

Atoms and positions in Å:
C1 -2.5902 -1.8193 -0.3414
N1 -1.3985 -1.2870 0.2133
C2 -1.0496 -0.0744 0.0920
C3 0.3280 0.3264 0.4926
N2 1.1136 -0.5162 1.0550
N3 0.8245 1.5262 -0.1196
C4 2.2034 1.7490 -0.2788
H1 -3.1994 -2.3602 0.4509
H2 -2.2818 -2.6264 -0.8826
H3 -3.1153 -1.0897 -0.9190
H4 -1.6193 0.5957 -0.4338
H5 2.0670 -0.2371 1.2739
H6 0.6592 -1.3727 1.1465
H7 0.1080 2.0737 -0.6274
H8 2.8272 0.7290 -0.3226
H9 2.3674 2.0734 -1.3263
H10 2.7558 2.3096 0.5271

# 2
Computed, not measured: the ion C4H10N3 with charge +1 at a distorted geometry, with wB97M-V/def2-TZVPD.

Computed properties:
* net charge: +1
* SMILES: CCN(CC)[N+]#N
* E_HOMO: -15.95 eV
* energy relative to the best compared isomer or geometry (same formula, charge and spin): 513.60 kJ/mol
* spin multiplicity: 1
* Kohn-Sham gap: 8.9 eV
* E: -322.26496 a.u.

Atoms and positions in Å:
C1 2.3312 -0.6908 -0.1409
C2 0.8948 -0.9618 0.2194
N1 0.0098 -0.0766 -0.4305
C3 -1.4364 -0.2731 -0.0766
C4 -2.1889 1.0898 0.0232
N2 0.5021 1.5036 -0.1427
N3 1.4664 2.0847 -0.0749
H1 2.8511 -1.4989 0.3198
H2 2.2502 -0.8048 -1.2466
H3 2.5942 0.2160 0.4192
H4 0.4940 -2.0176 -0.2111
H5 0.7364 -1.1447 1.2160
H6 -1.6229 -0.8806 0.7773
H7 -1.6713 -0.7966 -0.9037
H8 -1.8741 1.7681 -0.7335
H9 -3.3432 0.9675 -0.0675
H10 -1.9934 1.5158 1.0534

# 3
Computed, not measured: the ion C4H10N3 with charge +1 at a distorted geometry, with wB97M-V/def2-TZVPD.

Computed properties:
* net charge: +1
* SMILES: N[C@@H]1CNC=[NH+]C1
* E_HOMO: -14.09 eV
* energy relative to the best compared isomer or geometry (same formula, charge and spin): 104.99 kJ/mol
* spin multiplicity: 1
* Kohn-Sham gap: 11.0 eV
* E: -322.42058 a.u.

Atoms and positions in Å:
N1 -0.3510 1.4597 -0.2346
C1 -1.0112 0.1860 -0.0861
C2 -0.5342 -0.4473 1.2647
N2 0.8827 -0.1012 1.3178
C3 1.4960 -0.0199 0.1234
N3 1.0201 -0.5691 -0.9798
C4 -0.4135 -0.7498 -1.1300
H1 -0.5845 1.7443 -1.1507
H2 -0.6486 2.1859 0.4707
H3 -2.0901 0.2616 -0.2306
H4 -1.0825 -0.0136 2.0955
H5 -0.7725 -1.5690 1.1847
H6 1.3945 0.4079 2.0911
H7 2.4843 0.2751 0.2119
H8 1.7138 -0.5758 -1.7576
H9 -0.6703 -1.8121 -1.0723
H10 -0.8329 -0.6627 -2.1180

# 4
Computed, not measured: the ion C4H10N3 with charge +1 at a distorted geometry, with wB97M-V/def2-TZVPD.

Computed properties:
* net charge: +1
* SMILES: CC1=NC[NH2+]N1C
* E_HOMO: -13.87 eV
* energy relative to the best compared isomer or geometry (same formula, charge and spin): 287.64 kJ/mol
* spin multiplicity: 1
* Kohn-Sham gap: 10.2 eV
* E: -322.35102 a.u.

Atoms and positions in Å:
C1 0.8688 -2.0559 -0.0468
C2 -0.1371 -0.9372 0.0734
N1 -1.3807 -1.0780 0.0440
C3 -1.9911 0.1983 0.0335
N2 -0.9140 1.2098 -0.0144
N3 0.2615 0.4925 0.2237
C4 1.5708 1.1477 0.0377
H1 0.4078 -2.9872 -0.2393
H2 1.4237 -2.2621 0.8744
H3 1.6469 -1.8146 -0.6773
H4 -2.7023 0.4359 -0.8697
H5 -2.6796 0.2787 0.8834
H6 -0.8732 1.6105 -0.9386
H7 -1.0128 1.9516 0.7401
H8 1.3201 2.1498 -0.1332
H9 2.0897 0.9471 0.8830
H10 2.1016 0.7132 -0.8739

# 5
Computed, not measured: the ion C4H10N3 with charge +1 at a distorted geometry, with wB97M-V/def2-TZVPD.

Computed properties:
* net charge: +1
* E_HOMO (alpha / beta): -11.19 / -11.19 eV
* energy relative to the best compared isomer or geometry (same formula, charge and spin): 422.63 kJ/mol
* spin multiplicity: 1
* Kohn-Sham gap (alpha / beta): 7.0 / 7.0 eV
* E: -322.29960 a.u.

Atoms and positions in Å:
C1 -0.5237 -0.0779 0.4943
C2 -1.3196 0.7431 -1.6773
C3 2.0739 0.4015 0.5207
C4 -2.1149 -1.2825 -0.8027
N1 -1.1725 -0.0808 -0.6751
N2 0.7658 0.4448 0.8444
N3 3.0374 0.3864 1.5280
H1 -0.8196 -0.5723 1.4226
H2 -0.6465 1.6060 -1.5418
H3 -1.7387 0.4906 -2.5846
H4 2.3870 0.0825 -0.4765
H5 -1.6657 -1.8927 -1.5235
H6 -2.2289 -1.7766 0.0882
H7 -3.1423 -0.9829 -1.1015
H8 0.5632 0.8147 1.8495
H9 3.9365 0.7967 1.2811
H10 2.6087 0.8994 2.3542

# 6
Computed, not measured: the ion C4H10N3 with charge +1 at a distorted geometry, with wB97M-V/def2-TZVPD.

Computed properties:
* net charge: +1
* E_HOMO (alpha / beta): -10.27 / -14.92 eV
* energy relative to the best compared isomer or geometry (same formula, charge and spin): 242.84 kJ/mol
* spin multiplicity: 3
* <S²>: 2.012
* Kohn-Sham gap (alpha / beta): 7.0 / 8.8 eV
* E: -322.21495 a.u.

Atoms and positions in Å:
C1 -1.7032 0.8153 -0.6181
C2 -0.3060 1.3989 -0.9573
C3 0.1837 -0.5497 0.5220
C4 0.7443 -1.4908 -0.4622
N1 -1.8077 -0.0146 0.2629
N2 0.3005 -0.8192 1.9179
N3 0.5722 0.8424 0.0949
H1 -2.5251 1.3640 -1.1024
H2 0.1093 0.8919 -1.9105
H3 -0.3958 2.5158 -0.9250
H4 0.9711 -1.0781 -1.4500
H5 0.2923 -2.3916 -0.5196
H6 1.6512 -1.5481 0.0120
H7 0.4044 -1.7998 2.0495
H8 -0.4609 -0.3363 2.5574
H9 1.4743 0.7398 -0.3611
H10 0.4955 1.4603 0.8896

# 7
Computed, not measured: a cluster of 2 separate species, C4H10N3O in total, with wB97M-V/def2-TZVPD.

Computed properties:
* net charge: +1
* E_HOMO: -13.72 eV
* energy relative to the best compared isomer or geometry (same formula, charge and spin): 16.20 kJ/mol
* spin multiplicity: 1
* Kohn-Sham gap: 8.7 eV
* E: -397.67309 a.u.

Atoms and positions in Å:
C1 1.3900 1.2720 0.0945
C2 2.2856 0.6545 -0.6497
C3 0.0384 1.1699 2.0717
N1 0.8807 0.6490 1.2703
H1 0.9690 2.2474 -0.0951
H2 2.6434 -0.3398 -0.4121
H3 2.6745 1.1297 -1.5366
H4 -0.2571 0.6224 2.9545
H5 -0.3750 2.1399 1.8349
H6 1.1485 -0.3203 1.4371
N2 -1.5608 -0.2065 -1.6116
C4 -1.5487 -0.9095 -0.4236
N3 -0.7349 -2.0377 -0.4132
O1 -2.1278 -0.5211 0.5712
H7 -1.3793 -0.7388 -2.4508
H8 -2.3747 0.3855 -1.7000
H9 -0.9832 -2.6559 0.3470
H10 -0.6887 -2.5406 -1.2887

# 8
Computed, not measured: the ion C4H10N3O with charge +1 at a distorted geometry, with wB97M-V/def2-TZVPD.

Computed properties:
* net charge: +1
* SMILES: CC(=[NH2+])C(=O)NCN
* E_HOMO: -13.64 eV
* energy relative to the best compared isomer or geometry (same formula, charge and spin): 101.08 kJ/mol
* spin multiplicity: 1
* Kohn-Sham gap: 9.1 eV
* E: -397.64076 a.u.

Atoms and positions in Å:
C1 -1.8878 -1.6315 0.3462
C2 -1.2660 -0.3076 0.5597
N1 -1.8494 0.8634 0.3135
C3 0.1991 -0.0110 1.0916
O1 -0.0388 -0.0906 2.2967
N2 1.2297 0.4712 0.5077
C4 1.3292 0.6252 -0.9303
N3 2.6047 0.4487 -1.5600
H1 -2.9094 -1.5920 0.2671
H2 -1.6550 -2.3187 1.2438
H3 -1.4484 -2.1772 -0.4275
H4 -1.4401 1.7690 0.4127
H5 -2.8606 0.8594 0.2294
H6 2.0292 0.6494 1.1089
H7 0.6130 -0.0008 -1.3114
H8 0.9954 1.5728 -1.2075
H9 3.2327 1.2504 -1.5634
H10 3.1226 -0.3801 -1.3770

# 9
Computed, not measured: a cluster of 2 separate species, C4H10N3O in total at a distorted geometry, with wB97M-V/def2-TZVPD.

Computed properties:
* net charge: +1
* E_HOMO (alpha / beta): -12.89 / -12.89 eV
* energy relative to the best compared isomer or geometry (same formula, charge and spin): 203.26 kJ/mol
* spin multiplicity: 1
* Kohn-Sham gap (alpha / beta): 8.6 / 8.6 eV
* E: -397.60185 a.u.

Atoms and positions in Å:
C1 1.7895 0.3218 -0.8676
C2 -0.6682 -0.0404 -0.0724
C3 -3.0396 -0.0290 -0.2977
C4 1.5614 -1.0340 -0.4010
N1 2.2145 1.1717 -0.0246
N2 -0.5915 0.8971 0.8298
N3 2.0310 -1.4065 0.7599
O1 -1.7149 -0.5148 -0.6036
H1 1.5891 0.5044 -1.9241
H2 -3.3892 -0.4732 0.6380
H3 -3.6743 -0.3528 -1.1230
H4 -3.0511 1.0632 -0.2301
H5 1.1606 -1.7765 -1.0773
H6 2.4085 2.0998 -0.3920
H7 -1.3780 1.3802 1.2550
H8 2.4786 -0.6913 1.3214
H9 1.9382 -2.3462 1.1171
H10 0.3352 1.2264 1.0922

# 10
Computed, not measured: the ion C4H10N3O with charge +1 at a distorted geometry, with wB97M-V/def2-TZVPD.

Computed properties:
* net charge: +1
* SMILES: CC(=O)N1CNC[NH2+]1
* E_HOMO: -14.65 eV
* energy relative to the best compared isomer or geometry (same formula, charge and spin): 224.64 kJ/mol
* spin multiplicity: 1
* Kohn-Sham gap: 11.2 eV
* E: -397.59370 a.u.

Atoms and positions in Å:
C1 2.1446 -1.0599 0.2227
C2 1.5703 0.2810 -0.0001
O1 1.9789 1.2882 0.4572
N1 0.2799 0.2075 -0.6701
C3 -0.5378 1.3973 -0.6102
N2 -1.5212 1.2574 0.5379
C4 -1.9292 -0.0814 0.3091
N3 -0.5297 -0.8637 -0.2725
H1 1.4381 -1.6896 0.8019
H2 2.9579 -0.9318 0.8299
H3 2.3827 -1.3964 -0.7556
H4 -1.2185 1.4509 -1.5916
H5 -0.0957 2.3749 -0.6769
H6 -1.1866 1.5359 1.4878
H7 -2.2656 -0.5687 1.2556
H8 -2.6115 -0.2570 -0.5190
H9 -0.0754 -1.5143 0.3283
H10 -0.7812 -1.4303 -1.1342